1.
66
Properties=species:S:1:pos:R:3 method="wB97M-V/def2-TZVPD" e_tot_ev=-176974.122 homo_lumo_gap_ev=7.5 e_homo_ev=-8.52
C 0.281 1.369 5.574
C 0.037 0.498 4.802
C -0.328 -0.660 3.991
C 0.852 -1.197 3.171
C 1.513 -0.207 2.221
C 0.745 0.003 0.923
C -0.416 1.000 0.784
C -0.215 2.463 1.200
C -1.030 2.897 2.427
C -1.584 4.326 2.265
C -0.642 5.365 2.882
N -0.622 0.878 -0.714
P -2.194 0.504 -1.249
O -2.562 -0.943 -0.698
O -3.026 1.521 -0.339
S -2.422 0.741 -3.125
C 0.473 0.231 -1.239
N 0.579 -0.202 -2.454
Cl 2.014 -0.871 -3.018
N 1.526 0.149 -0.325
C 2.331 1.389 -0.558
C 3.434 1.624 0.450
C 3.960 3.050 0.274
Br 4.891 0.372 0.135
H 0.338 2.296 6.099
H -0.701 -1.448 4.641
H -1.146 -0.365 3.328
H 0.578 -2.103 2.632
H 1.612 -1.501 3.891
H 1.733 0.732 2.730
H 2.473 -0.637 1.936
H 0.235 -0.956 0.772
H -1.287 0.610 1.304
H -0.440 3.078 0.330
H 0.847 2.614 1.390
H -1.838 2.200 2.639
H -0.338 2.941 3.262
H -2.547 4.422 2.764
H -1.716 4.577 1.214
H 0.347 5.305 2.427
H -1.039 6.367 2.747
H -0.532 5.167 3.947
H -2.930 -0.917 0.196
H -3.904 1.180 -0.124
H -0.214 -0.154 -3.103
H 1.727 2.297 -0.628
H 2.811 1.257 -1.526
H 3.099 1.523 1.473
H 3.271 3.720 0.797
H 3.950 3.353 -0.769
H 4.935 3.178 0.726
C -0.936 -3.478 -2.051
F -0.125 -2.937 -1.114
F -1.865 -4.191 -1.422
F -1.541 -2.457 -2.678
S 0.068 -4.472 -3.224
O 0.646 -5.504 -2.417
O 0.969 -3.488 -3.766
N -1.120 -4.894 -4.156
S -0.826 -5.775 -5.450
O -0.431 -7.124 -5.179
O -0.135 -5.082 -6.496
C -2.573 -5.885 -6.016
F -3.078 -4.672 -6.268
F -3.345 -6.475 -5.099
F -2.628 -6.602 -7.137

2.
58
Properties=species:S:1:pos:R:3 method="wB97M-V/def2-TZVPD" e_tot_ev=-120844.959 charge=+1 homo_lumo_gap_ev=6.5 e_homo_ev=-11.31
C -3.412 -0.131 -3.937
C -3.220 -1.677 -3.754
O -1.992 -1.943 -3.078
C -0.898 -2.112 -3.965
C -0.111 -0.775 -4.186
O 0.040 -0.041 -2.988
C -0.010 1.361 -3.223
C -0.249 2.154 -1.931
O 0.965 2.224 -1.159
C 0.699 2.682 0.166
C 0.975 1.482 1.074
C -0.091 0.804 1.736
N -0.045 -0.227 2.553
N 1.196 -0.641 2.680
C 2.292 -0.169 2.124
P 3.925 -1.064 2.484
O 4.781 -0.141 3.544
Br 5.017 -0.935 0.508
C 2.286 0.967 1.279
H -2.844 0.437 -3.179
H -3.048 0.196 -4.935
H -4.482 0.152 -3.907
H -4.028 -2.072 -3.109
H -3.277 -2.134 -4.763
H -0.237 -2.889 -3.529
H -1.197 -2.492 -4.966
H 0.873 -1.054 -4.631
H -0.656 -0.214 -4.975
H -0.899 1.562 -3.865
H 0.907 1.712 -3.749
H -0.484 3.196 -2.248
H -1.118 1.742 -1.380
H 1.439 3.493 0.344
H -0.316 3.103 0.277
H -1.103 1.193 1.539
H 1.309 -1.449 3.301
H 5.660 -0.564 3.630
H 3.191 1.377 0.824
C 4.368 -2.959 6.401
C 4.560 -4.443 6.224
O 5.145 -4.530 4.923
C 5.742 -3.344 4.663
O 6.462 -3.139 3.736
O 5.414 -2.413 5.598
H 4.467 -2.643 7.437
H 3.407 -2.611 6.014
H 5.255 -4.865 6.952
H 3.624 -4.996 6.267
C -5.521 3.563 -0.373
C -5.359 2.067 -0.450
O -4.702 1.886 -1.704
C -4.057 3.046 -1.997
O -3.277 3.175 -2.886
O -4.414 4.036 -1.140
H -5.476 3.939 0.648
H -6.447 3.909 -0.837
H -4.721 1.672 0.345
H -6.311 1.540 -0.431

3.
55
Properties=species:S:1:pos:R:3 method="wB97M-V/def2-TZVPD" e_tot_ev=-63291.863 charge=+1 homo_lumo_gap_ev=7.6 e_homo_ev=-10.76
Cd -0.272 0.138 0.401
C -2.422 -4.884 -1.751
Si -1.356 -5.257 -0.267
C -2.331 -5.199 1.325
C -0.580 -6.948 -0.459
C 0.081 -4.006 -0.169
C 1.398 -4.444 -0.213
C 2.476 -3.565 -0.133
C 2.202 -2.223 -0.011
N 0.947 -1.760 0.026
C -0.096 -2.614 -0.047
S -1.680 -1.846 0.030
H -3.138 -5.694 -1.904
H -1.814 -4.807 -2.655
H -2.981 -3.956 -1.640
H -3.094 -5.980 1.325
H -2.828 -4.242 1.469
H -1.678 -5.378 2.181
H -1.373 -7.694 -0.543
H 0.033 -7.228 0.398
H 0.030 -7.028 -1.359
H 1.602 -5.502 -0.312
H 3.497 -3.913 -0.174
H 2.989 -1.482 0.050
N 0.653 -0.676 7.657
C 0.157 0.373 6.968
O -0.281 1.372 7.496
C 0.155 0.273 5.452
C -0.251 1.406 4.760
C -0.272 1.372 3.380
N 0.076 0.289 2.677
C 0.451 -0.806 3.340
C 0.511 -0.853 4.723
H 0.664 -0.612 8.661
H 1.055 -1.483 7.222
H -0.546 2.287 5.312
H -0.582 2.242 2.811
H 0.703 -1.673 2.741
H 0.821 -1.778 5.187
C 1.700 3.610 0.649
O 0.846 3.434 -0.504
P -0.403 2.478 -0.462
O -1.474 3.301 0.364
C -2.803 2.781 0.574
O -0.976 2.489 -1.929
C -0.317 1.755 -2.983
H 1.589 4.637 0.986
H 2.721 3.414 0.333
H 1.421 2.926 1.451
H -3.167 3.218 1.500
H -2.793 1.689 0.660
H -3.432 3.071 -0.264
H -0.987 1.787 -3.836
H -0.162 0.716 -2.680
H 0.630 2.231 -3.227

4.
58
Properties=species:S:1:pos:R:3 method="wB97M-V/def2-TZVPD" e_tot_ev=-115708.718 homo_lumo_gap_ev=7.5 e_homo_ev=-8.19
C 2.123 -1.286 0.390
P 0.964 -1.028 1.765
O 1.393 0.434 2.344
N -0.641 -0.703 1.003
C -1.357 -1.775 0.645
C -2.614 -1.642 0.096
C -3.117 -0.361 -0.053
C -4.505 -0.145 -0.611
O -4.703 -0.141 -1.788
O -5.444 0.072 0.282
C -5.084 -0.562 1.579
O -5.222 -1.783 1.574
O -4.637 0.187 2.434
C -2.372 0.775 0.294
C -2.945 2.141 0.098
C -1.998 3.308 0.376
C -1.797 3.646 1.882
N -2.676 2.893 2.759
C -1.120 0.544 0.830
H 2.652 -2.205 0.628
H 2.868 -0.483 0.390
H 1.656 -1.416 -0.581
H 0.819 0.665 3.085
H -0.951 -2.762 0.809
H -3.190 -2.503 -0.194
H -3.298 2.254 -0.927
H -3.841 2.172 0.716
H -2.381 4.195 -0.118
H -1.020 3.073 -0.047
H -1.900 4.729 1.989
H -0.775 3.434 2.195
H -2.240 2.667 3.636
H -3.566 3.342 2.908
H -0.520 1.388 1.123
Cl 3.932 -1.718 -2.544
C 5.261 -0.537 -2.656
C 5.863 -0.199 -1.317
Cl 4.757 0.754 -0.273
H 4.877 0.349 -3.155
H 6.025 -0.987 -3.287
H 6.748 0.411 -1.466
H 6.150 -1.090 -0.765
Cl 8.996 0.337 -0.096
C 8.264 1.247 1.254
C 8.177 0.424 2.511
Cl 6.983 -0.897 2.381
H 7.283 1.592 0.937
H 8.897 2.116 1.426
H 7.856 1.055 3.338
H 9.137 -0.017 2.767
Cl -4.300 -3.711 -2.630
C -5.567 -2.736 -3.422
C -6.560 -3.593 -4.160
Cl -5.847 -4.374 -5.599
H -5.077 -2.027 -4.084
H -6.071 -2.177 -2.637
H -7.383 -2.974 -4.512
H -6.964 -4.374 -3.522

Respective LUMO level values: -1.062, -4.806, -3.115, -0.690 eV.